No. 1
89
Properties=species:S:1:pos:R:3:forces:R:3:lowdin_spin:R:1 method="wB97M-V/def2-TZVPD" e_above_lowest_kj_mol=0.0 multiplicity=2 charge=+3 homo_energy_ev="-16.7 / -16.3" gap_ev="7.58 / 2.83"
N -4.060853 -1.000421 -0.323576 -1.14 0.84 0.68 0.000
H -3.070579 -0.847511 -0.450416 1.34 -0.29 -1.03 0.000
H -4.212937 -0.636744 0.606318 -0.70 0.00 0.22 0.000
H -4.331160 -1.973564 -0.327589 0.01 -1.63 0.08 0.000
H -4.681306 -0.539462 -0.973695 0.01 0.49 -0.39 0.000
N -1.785698 -0.749812 3.585843 -0.85 0.73 0.98 0.000
H -0.998594 -0.616399 2.967160 1.26 -0.07 -0.88 0.000
H -1.793696 -0.022691 4.286789 0.39 0.21 0.63 0.000
H -1.758298 -1.641090 4.060153 -0.20 -0.68 -0.03 0.000
H -2.602434 -0.545723 3.027826 -0.43 -0.89 -0.07 0.000
N -3.019457 2.785927 1.694549 -0.87 -0.14 0.57 0.000
H -2.759102 1.855251 1.988094 1.23 0.01 -0.56 0.000
H -2.409796 3.535941 1.987618 0.45 0.20 0.73 0.000
H -3.938652 2.853011 2.107696 -0.62 1.04 0.03 0.000
H -3.054417 2.924465 0.694712 0.04 -0.29 -1.39 0.000
C 1.005850 0.107931 -0.788219 0.56 0.91 -0.14 0.000
F 1.853286 -0.791081 -0.342887 -0.22 -0.58 0.54 0.000
F 1.556254 1.318832 -0.488132 -0.88 -0.88 -0.79 0.000
F 0.925029 -0.087623 -2.120381 -0.56 0.72 1.15 0.000
S -0.681660 0.055816 0.125425 -1.46 0.04 0.32 0.000
O -1.404252 -1.142751 -0.386197 1.30 1.54 0.63 0.000
O -0.353380 -0.030563 1.573650 0.35 0.03 -1.66 0.000
O -1.392884 1.325015 -0.153741 0.94 -1.71 0.26 0.000
C 2.283380 -0.095569 5.737725 0.67 0.26 -0.49 0.000
C 1.854175 0.254605 4.290446 -1.00 0.56 1.72 0.000
O 2.316263 -0.610847 3.251852 1.15 -0.89 -0.55 0.000
C 1.878053 -1.865955 3.080838 -3.08 1.81 1.63 0.000
O 0.855227 -2.288376 3.621318 1.90 0.29 -1.14 0.000
C 2.664506 -2.673148 2.044087 -0.22 -1.65 0.23 0.000
F 3.068364 -3.779505 2.639851 1.45 -0.10 1.32 0.000
F 1.925975 -3.192400 1.081105 -1.48 1.01 -1.25 0.000
F 3.655811 -2.006271 1.489775 0.58 0.37 0.06 0.000
H 3.241934 0.337994 6.022850 0.47 -0.47 -0.61 0.000
H 2.285664 -1.177494 5.870200 -0.06 0.14 0.31 0.000
H 1.687423 0.419173 6.491358 -0.79 -0.34 -0.30 0.000
H 2.125987 1.285142 4.061931 0.58 -0.34 -0.47 0.000
H 0.765907 0.310410 4.315833 -0.28 -0.50 -0.42 0.000
C -1.884517 -4.540862 1.374093 0.58 -0.63 0.28 0.000
C -2.237268 -4.683416 -0.086248 -0.12 1.58 0.47 0.000
O -3.469532 -5.454920 -0.124935 -2.29 0.71 -0.86 0.000
C -4.719254 -4.867343 -0.185258 2.61 1.14 0.62 0.000
O -4.934974 -3.656282 -0.187826 0.46 -1.53 -0.13 0.000
C -5.902702 -5.869991 -0.132236 0.46 -1.30 -0.39 0.000
F -6.712078 -5.584804 -1.173149 0.44 -0.30 1.14 0.000
F -5.453086 -7.141882 -0.227125 -0.53 1.21 -0.16 0.000
F -6.530744 -5.756849 1.045933 0.10 0.32 -0.84 0.000
H -2.723027 -4.128722 1.935450 -0.22 -0.37 0.05 0.000
H -1.039259 -3.893820 1.608544 0.23 0.06 -0.54 0.000
H -1.597852 -5.541483 1.697629 -0.31 0.12 0.65 0.000
H -1.449379 -5.134788 -0.689253 -0.48 -0.68 0.16 0.000
H -2.304307 -3.668361 -0.477737 -0.80 -0.06 -0.46 0.000
C -1.171277 1.881775 -4.254553 1.78 0.16 -1.41 0.000
C -1.427816 2.408284 -2.913934 -0.56 0.30 1.60 0.000
O -1.501639 3.851982 -2.993098 -1.59 1.88 2.44 0.000
C -1.983609 4.573725 -1.893399 1.10 -2.23 -0.31 0.000
O -2.483682 4.120852 -0.855386 0.92 0.66 -2.25 0.000
C -1.701959 6.108022 -2.104485 -0.79 -0.09 0.21 0.000
F -2.803792 6.624920 -2.659262 0.20 -0.04 -0.16 0.000
F -1.552874 6.689145 -0.906627 0.26 -0.30 -0.35 0.000
F -0.654026 6.347778 -2.875294 -0.34 -0.16 0.37 0.000
H -1.327115 0.811773 -4.392087 -0.56 0.16 0.12 0.000
H -0.099852 2.008014 -4.410190 0.19 0.05 -0.37 0.000
H -1.613259 2.511801 -5.026456 -0.45 -0.42 -0.01 0.000
H -0.605592 2.245796 -2.217056 -0.12 -0.35 -0.04 0.000
H -2.335114 1.970787 -2.497391 -0.15 0.41 0.24 0.000
Cl 1.286729 4.868820 -0.613203 -0.65 -0.45 0.30 0.000
C 0.475145 4.142680 0.811620 1.35 -1.03 0.84 0.000
C 1.529631 3.487891 1.763904 0.20 0.82 -0.20 0.000
Cl 2.747206 4.703429 2.239220 -0.09 -0.06 0.29 0.000
H -0.182612 3.320590 0.529449 -0.17 0.26 -0.49 0.000
H -0.062849 4.918969 1.355719 0.09 0.10 -0.17 0.000
H 2.124791 2.663929 1.370257 -0.44 0.15 -0.51 0.000
H 1.072240 3.107084 2.677074 -0.31 0.21 0.03 0.000
Cl 5.370596 -2.794897 -2.326570 0.14 -0.30 -0.29 0.154
C 5.506344 -1.230146 -1.589699 -0.46 -0.14 0.00 0.076
C 6.758673 -1.077933 -0.677211 1.15 0.43 -0.66 0.072
Cl 8.221086 -0.777745 -1.670574 -0.61 -0.10 0.11 0.404
H 4.659496 -1.171266 -0.905961 0.04 0.22 0.19 0.014
H 5.417650 -0.466374 -2.362282 0.33 0.04 0.22 0.000
H 6.995208 -1.986431 -0.123331 -0.42 0.18 0.12 0.005
H 6.637374 -0.163069 -0.097203 -0.08 -0.27 0.21 0.006
Cl 2.549048 2.330878 -6.174902 0.19 0.35 -0.06 0.023
C 2.547270 0.715780 -5.485546 0.17 -0.47 0.39 0.001
C 3.788908 0.405283 -4.663879 0.56 0.19 -0.34 0.018
Cl 5.320907 0.694631 -5.598487 -0.60 -0.06 0.54 0.216
H 2.415313 -0.004613 -6.292831 -0.03 0.07 0.12 0.000
H 1.708214 0.694646 -4.790105 -0.10 -0.32 -0.15 0.000
H 3.865681 -0.641453 -4.369684 -0.28 -0.25 -0.23 0.008
H 3.827605 0.973667 -3.734613 0.14 0.38 -0.22 0.003

No. 2
79
Properties=species:S:1:pos:R:3:forces:R:3:lowdin_charge:R:1 method="wB97M-V/def2-TZVPD" charge=-2 homo_energy_ev=-0.3 gap_ev=4.12
N -29.072240 -27.706067 3.952072 0.14 0.31 0.56 0.295
H -29.302940 -26.952303 3.320627 -0.39 0.89 -1.82 0.074
H -28.451873 -28.456623 3.683903 -0.13 0.26 -0.36 0.050
H -30.016382 -28.027109 4.112153 -1.05 -0.43 1.19 0.059
H -28.724428 -27.167603 4.732572 -0.12 0.17 1.05 0.091
C -32.399577 -29.300677 5.996857 1.20 5.01 -2.46 -0.436
O -32.320828 -28.911745 7.358360 -0.03 -1.10 1.46 -0.084
O -31.731855 -28.234592 5.299155 -0.45 -4.29 0.62 -0.221
C -31.977616 -30.773499 5.745987 -0.41 0.55 1.72 -0.529
F -32.847200 -31.651167 6.298220 -0.58 -0.49 2.69 0.081
F -32.133172 -31.224531 4.520447 1.72 0.65 -2.36 0.130
F -30.731501 -31.049455 6.273435 -1.02 -0.11 -0.98 0.094
C -33.438905 -29.086993 8.201132 0.97 0.01 0.97 -0.279
C -33.023000 -29.061342 9.703642 -0.56 -0.08 -0.91 -0.087
H -33.973689 -29.083893 10.236362 -0.09 -0.31 0.34 0.051
H -32.420572 -29.932164 9.962199 0.12 0.16 0.12 0.062
H -32.564777 -28.120180 10.007510 0.38 -0.13 -0.31 0.069
H -33.935764 -30.040004 8.019441 -0.25 -0.05 -0.14 0.100
H -34.147898 -28.260782 8.148161 -0.26 0.15 -0.74 0.107
H -33.430525 -29.179959 5.664182 -0.77 -0.88 0.09 0.130
C -28.762053 -24.459531 5.909998 -4.22 -2.34 -2.74 -0.491
O -28.089821 -25.275553 4.931592 3.60 -1.12 -0.72 -0.171
O -29.927214 -25.189681 6.037788 2.76 2.42 2.09 -0.189
C -27.897367 -24.002398 7.083521 -1.48 -1.19 -0.38 -0.577
F -26.893272 -23.174486 6.712145 0.59 -0.07 0.10 0.099
F -28.659301 -23.297548 7.924578 0.01 0.42 0.61 0.122
F -27.389957 -25.041880 7.773222 0.59 0.29 0.17 0.120
C -26.990396 -24.758838 4.123357 -2.33 -1.96 0.39 -0.230
C -25.636858 -25.254618 4.588971 0.24 1.19 -0.01 -0.060
H -25.478146 -26.312345 4.378886 -0.35 -0.02 0.03 0.052
H -24.926657 -24.696099 3.979234 0.53 -0.07 0.34 0.049
H -25.440914 -25.091460 5.648727 -0.04 0.16 -0.03 0.073
H -27.242505 -23.723116 3.895671 0.94 0.51 0.46 0.115
H -27.158691 -25.269976 3.175458 -0.06 0.06 -0.38 0.100
H -28.879516 -23.632836 5.209376 -0.40 1.88 0.60 0.124
C -30.120612 -27.166401 0.196637 -0.59 0.62 0.40 -0.130
C -30.766412 -25.983593 1.077624 0.48 -0.08 1.62 -0.501
O -30.898548 -26.081481 2.472934 0.82 -0.88 -2.58 -0.342
H -29.638123 -26.726030 -0.675934 0.18 0.16 -0.15 0.032
H -30.852000 -27.863472 -0.212349 -0.35 -0.16 0.13 0.028
H -29.372588 -27.768839 0.712040 0.13 0.19 0.30 0.030
H -31.670195 -25.649972 0.567749 -1.24 -0.65 -0.31 0.048
H -30.198174 -25.101531 0.782358 1.25 0.55 0.07 0.042
C -31.208598 -29.861155 2.327917 -0.35 1.44 0.28 -0.038
O -30.412136 -30.959166 2.003435 3.95 -2.42 -1.07 -0.019
C -29.052019 -30.890680 1.960998 0.13 3.69 1.24 -0.415
O -28.359659 -29.907872 2.426198 -2.29 -4.97 -2.31 0.031
O -28.617232 -32.011341 1.307734 -1.35 1.64 -0.03 -0.009
C -27.279906 -32.355719 1.125908 1.35 -1.24 1.88 -0.075
H -31.062261 -29.585600 3.372306 -0.44 0.27 -0.16 0.062
H -32.207194 -30.248487 2.125711 -0.04 0.43 0.33 0.105
H -30.974499 -29.025584 1.668285 -0.13 0.07 0.22 0.076
H -26.859434 -32.507862 0.131849 -0.88 0.68 -0.43 0.091
H -27.255544 -33.341100 1.591251 0.36 -0.36 -0.14 0.088
H -26.560515 -31.799198 1.726620 -0.32 0.62 -0.12 0.073
C -28.113261 -31.959251 5.461948 -1.32 -1.37 -0.41 -0.064
O -26.902084 -31.518522 5.954649 2.24 1.20 0.92 0.004
C -26.505389 -30.240786 5.835196 0.03 -0.31 -0.19 -0.523
O -27.128669 -29.339244 5.350526 0.47 -0.38 0.25 0.154
O -25.212224 -30.168577 6.307914 -3.30 -1.51 -0.25 -0.007
C -24.559595 -28.993223 6.069795 3.19 1.35 -0.54 -0.105
H -28.579202 -32.557197 6.245186 -0.37 0.60 0.30 0.094
H -27.889512 -32.751254 4.747277 0.04 0.32 -0.71 0.090
H -28.784028 -31.197272 5.065016 0.29 0.00 0.15 0.091
H -23.608405 -29.375652 5.699537 0.60 0.38 0.06 0.092
H -24.318052 -28.441157 6.978079 -0.48 0.04 0.12 0.100
H -24.831605 -28.297009 5.276448 -1.14 -0.34 0.20 0.078
C -25.141081 -29.430440 2.453141 -1.20 1.32 0.73 -0.033
O -24.384071 -28.219238 2.447635 0.52 0.19 0.18 -0.038
C -24.886962 -27.030668 2.007300 0.42 -0.83 -2.54 -0.568
O -25.846657 -26.814751 1.279137 1.48 -0.48 2.06 0.133
O -23.860707 -26.200395 2.261647 -0.23 0.75 -0.01 -0.044
C -23.868726 -24.918167 1.628049 -0.31 -0.23 -0.64 -0.052
H -24.873762 -30.005362 3.339766 0.28 0.16 0.01 0.084
H -24.996590 -30.062222 1.576748 -0.12 0.47 -0.24 0.088
H -26.140194 -29.027558 2.619114 -0.50 -1.19 -0.52 0.078
H -22.901040 -24.464259 1.841710 -0.31 0.08 0.38 0.093
H -24.738247 -24.319181 1.898691 0.23 0.05 0.39 0.090
H -23.932276 -25.015520 0.544263 -0.01 -0.33 -0.12 0.090

No. 3
64
Properties=species:S:1:pos:R:3:forces:R:3:nbo_charge:R:1 method="wB97M-V/def2-TZVPD" charge=+1 homo_energy_ev=-12.6 gap_ev=9.73
C -0.131393 0.652723 2.696363 -0.53 -0.96 -0.93 -0.622
C 0.008808 1.019855 1.189602 0.81 0.21 0.69 -0.449
C 1.466778 1.113019 0.678301 -1.03 1.10 -0.57 -0.081
O 1.828920 0.001424 -0.169646 0.01 -0.56 0.80 -0.515
C 2.392430 -1.010707 0.601739 0.60 0.87 0.62 -0.187
S 1.724518 -2.641760 0.115261 -0.08 0.17 -1.13 0.791
C 0.235547 -2.853279 1.142597 -0.52 0.39 0.29 -0.534
C -1.061227 -3.012594 0.332184 0.33 -1.04 -0.32 -0.423
C -2.102411 -3.746943 1.230571 0.27 1.11 -0.35 -0.413
C -3.453860 -3.043101 1.257271 -0.51 -0.61 0.67 -0.071
O -3.305453 -1.624437 1.239839 0.29 -0.67 0.22 -0.562
C -4.510506 -0.960404 1.322367 0.14 -2.15 3.07 0.805
C -5.420335 -1.150816 2.523596 0.41 -0.43 0.28 -0.745
O -4.799108 -0.226757 0.489601 -0.85 3.17 -3.63 -0.507
C 2.938515 -3.863656 0.758897 0.86 -0.04 1.59 -0.185
O 4.252968 -3.353348 0.753943 -0.83 0.31 -0.52 -0.546
C 4.845392 -3.536034 2.019275 -0.87 3.68 0.63 0.799
C 4.859168 -2.367869 2.998945 -0.82 0.82 -1.33 -0.733
O 5.318049 -4.532029 2.316011 1.68 -4.32 0.52 -0.465
H -0.893653 -0.134833 2.770025 0.05 0.14 0.22 0.210
H 0.795071 0.214611 3.078236 -0.06 0.33 0.27 0.186
H -0.497177 1.474819 3.306154 0.39 0.06 0.05 0.238
H -0.436709 2.006503 1.053203 -0.13 -0.17 -0.23 0.235
H -0.503431 0.310480 0.535338 -0.14 0.14 0.08 0.220
H 1.515450 1.989233 0.029073 0.21 -0.23 -0.15 0.221
H 2.197944 1.301573 1.473059 -0.01 -0.38 -0.04 0.180
H 2.178710 -0.890159 1.669592 -0.19 -0.14 -0.08 0.203
H 3.483135 -0.966491 0.508664 -0.10 -0.76 -0.32 0.243
H 0.144453 -1.972739 1.787833 0.29 -0.08 -0.02 0.260
H 0.377915 -3.724764 1.787457 0.26 0.02 -0.19 0.249
H -0.831613 -3.649310 -0.529277 -0.13 0.09 0.01 0.217
H -1.444500 -2.075220 -0.069778 0.16 0.07 0.27 0.254
H -2.226288 -4.766358 0.866681 -0.05 -0.02 0.26 0.237
H -1.717937 -3.758616 2.254844 -0.09 -0.20 -0.05 0.200
H -4.114909 -3.379169 0.448713 0.27 0.23 -0.17 0.188
H -3.955215 -3.339431 2.188523 0.03 -0.01 -0.14 0.187
H -4.885922 -0.970633 3.460678 0.00 0.00 -0.11 0.236
H -6.227061 -0.435228 2.407986 0.00 -0.01 0.07 0.255
H -5.847151 -2.154701 2.588295 0.08 0.06 -0.11 0.236
H 2.875388 -4.814037 0.227805 -0.27 0.31 -0.42 0.251
H 2.671166 -4.045561 1.808421 -0.41 -0.11 -0.23 0.206
H 5.891027 -2.035830 3.104530 -0.04 -0.12 0.24 0.273
H 4.408015 -2.640873 3.950036 0.33 -0.28 0.02 0.256
H 4.278023 -1.529994 2.598661 0.22 0.00 0.13 0.202
C 0.230033 1.430453 -2.680987 -0.12 -0.06 -0.07 -0.610
C -0.039496 2.274361 -3.921319 0.11 -0.01 0.00 -0.401
C 0.833620 3.525751 -3.999409 -0.01 0.05 -0.04 -0.399
C 0.633024 4.527745 -2.860696 -0.01 -0.05 0.06 -0.393
C -0.796132 5.044522 -2.696349 0.07 0.11 -0.04 -0.399
C -1.303158 5.815554 -3.910641 -0.11 -0.06 0.08 -0.610
H 0.004712 1.979302 -1.763677 -0.01 0.01 -0.02 0.188
H -0.393180 0.533091 -2.688791 0.03 -0.01 0.06 0.206
H 1.274952 1.113487 -2.645022 0.00 0.03 0.04 0.201
H -1.098156 2.543384 -3.960483 0.01 0.02 -0.01 0.200
H 0.153326 1.663693 -4.807333 -0.04 0.02 0.00 0.206
H 0.654901 4.020719 -4.957374 0.00 0.01 0.02 0.208
H 1.886161 3.223411 -4.011277 -0.01 -0.02 -0.02 0.199
H 1.300799 5.378467 -3.027823 -0.02 0.00 0.01 0.207
H 0.955517 4.076863 -1.915575 0.02 0.00 -0.01 0.184
H -0.825489 5.706055 -1.825983 -0.01 -0.04 0.02 0.202
H -1.477653 4.217748 -2.475251 0.02 -0.01 0.01 0.191
H -0.660481 6.671982 -4.123821 0.01 -0.03 -0.03 0.205
H -2.311337 6.190330 -3.728409 0.02 0.03 -0.05 0.214
H -1.343495 5.186522 -4.801246 0.02 0.03 -0.01 0.201